Here is 2 unconnected molecules or ions with the total composition CHClFO2S2 at a distorted geometry from OMol25. Energies are from wB97M-V/def2-TZVPD.

- Energy: -42059.6689 eV
- Total charge: -1
- Energy above the lowest of the compared OMol25 structures with the same formula, charge and spin: 0.4170 eV
- LUMO: 3.1 eV
- Kohn-Sham gap: 7.84 eV
- HOMO: -4.723 eV
- 2S+1: 1

Each line ends with the Mulliken charge.
Cartesian coordinates (Å):
C  0.3923  0.7719  1.2616  0.08
O  -1.7443  -0.2393  -1.9462  -0.48
O  -0.8461  -1.3504  0.0819  -0.46
F  1.5768  1.4004  1.0210  -0.17
S  0.2137  -0.4031  2.3610  -0.24
S  -0.7013  -1.1414  -1.3846  0.58
Cl  1.5635  -0.3561  -2.0659  -0.61
H  -0.4546  1.3179  0.6712  0.29

Here is a molecular structure, C22H29N4O2PdSSe4 at a distorted geometry from OMol25. Energies are from wB97M-V/def2-TZVPD.

- Energy: -309044.4822 eV
- Total charge: -1
- Energy above the lowest of the compared OMol25 structures with the same formula, charge and spin: 0.7329 eV
- <S²>: 2.02
- LUMO (alpha / beta): 2.5 / 1.7 eV
- Kohn-Sham gap (alpha / beta): 6.07 / 5.07 eV
- HOMO (alpha / beta): -3.536 / -3.371 eV
- 2S+1: 3

Each line ends with the Löwdin spin population.
Cartesian coordinates (Å):
Pd  0.9619  0.7545  -0.1490  0.01
C  5.6795  1.7499  2.8581  0.00
C  4.2875  1.9820  3.4317  0.00
N  3.4873  0.7706  3.5858  0.00
C  3.5260  0.1003  4.8823  0.00
C  4.6180  -0.9552  4.9960  0.00
C  2.7872  0.2213  2.5601  0.00
S  2.9330  1.0457  1.0330  0.01
N  2.1909  -0.9249  2.8527  0.00
C  1.1111  -1.4674  2.2730  0.00
O  0.2389  -0.9228  1.5943  0.00
C  0.9255  -2.9412  2.5927  0.00
C  1.7752  -3.6244  3.4553  0.00
C  1.5685  -4.9700  3.7287  0.00
C  0.5076  -5.6450  3.1394  0.00
C  -0.3459  -4.9669  2.2779  0.00
C  -0.1381  -3.6212  2.0103  0.00
H  6.1889  2.7080  2.7322  0.00
H  5.6154  1.2706  1.8815  0.00
H  6.2884  1.1259  3.5144  0.00
H  3.7361  2.6754  2.7984  0.00
H  4.3654  2.4324  4.4228  0.00
H  2.5564  -0.3599  5.0540  0.00
H  3.6668  0.8790  5.6337  0.00
H  4.5137  -1.6822  4.1902  0.00
H  4.5392  -1.4810  5.9503  0.00
H  5.6143  -0.5145  4.9350  0.00
H  2.5965  -3.0833  3.9060  0.00
H  2.2345  -5.4922  4.4047  0.00
H  0.3448  -6.6945  3.3523  0.00
H  -1.1773  -5.4869  1.8177  0.00
H  -0.7992  -3.0675  1.3559  0.00
Se  -0.3829  2.3412  1.3742  0.43
Se  0.6484  3.4920  -0.3270  0.54
Se  1.2990  0.5889  -3.8662  0.54
Se  2.2519  -0.1469  -1.9714  0.42
C  -5.9100  2.8183  -4.8546  0.00
C  -4.5035  3.3322  -4.5816  0.00
N  -3.6149  2.3206  -4.0221  0.00
C  -2.5950  1.7340  -4.8869  0.00
C  -3.1492  0.7422  -5.8969  0.00
C  -3.7670  2.0177  -2.7037  0.00
O  -4.5830  2.5849  -1.9971  0.00
C  -2.8816  0.9267  -2.1718  0.00
C  -3.2699  -0.3975  -2.2454  0.00
C  -2.4178  -1.3743  -1.7583  0.00
C  -1.1935  -0.9911  -1.2442  0.00
N  -0.8251  0.2899  -1.1710  0.00
C  -1.6612  1.2369  -1.5923  0.02
H  -6.5286  3.6172  -5.2686  0.00
H  -6.3670  2.4782  -3.9259  0.00
H  -5.8993  1.9903  -5.5654  0.00
H  -4.5501  4.1659  -3.8807  0.00
H  -4.0369  3.6893  -5.5016  0.00
H  -1.8401  1.2578  -4.2647  0.00
H  -2.0903  2.5528  -5.4062  0.00
H  -3.6806  -0.0655  -5.3892  0.00
H  -2.3350  0.3063  -6.4775  0.00
H  -3.8421  1.2194  -6.5934  0.00
H  -4.2295  -0.6618  -2.6761  0.00
H  -2.6818  -2.4220  -1.7953  0.00
H  -0.4667  -1.7141  -0.9006  0.00
H  -1.2946  2.2560  -1.5098  0.02